# H70O35

A cluster of 35 separate species, H70O35 in total at a distorted geometry (ωB97M-V/def2-TZVPD, the OMol25 dataset).

XYZ file:
```
105
Properties=species:S:1:pos:R:3
O -2.606 7.894 -6.295
H -2.335 8.133 -5.409
H -2.398 6.962 -6.367
O -8.126 13.575 -0.143
H -8.823 13.515 0.510
H -7.318 13.460 0.357
O -3.298 17.305 -1.967
H -3.906 16.972 -2.627
H -2.553 16.705 -2.003
O -6.339 9.156 -0.651
H -7.024 9.823 -0.695
H -6.724 8.452 -0.129
O -3.095 12.768 -6.093
H -2.734 12.296 -6.843
H -3.899 12.296 -5.876
O -5.856 13.924 -2.195
H -5.923 14.578 -1.499
H -6.709 13.949 -2.630
O -4.589 15.791 -3.664
H -4.869 15.090 -3.076
H -5.048 15.614 -4.485
O -8.470 11.453 -1.858
H -8.141 12.162 -1.306
H -8.948 10.883 -1.256
O -8.572 7.881 -2.093
H -9.426 8.195 -2.389
H -8.043 7.839 -2.889
O -1.282 12.835 1.433
H -0.770 12.307 2.046
H -0.768 12.833 0.626
O -6.754 17.535 -2.347
H -7.260 16.828 -2.747
H -6.544 17.213 -1.470
O -6.161 16.040 -0.229
H -5.307 16.395 0.014
H -6.624 15.937 0.603
O -0.177 12.725 -1.053
H -0.171 13.097 -1.935
H -0.660 11.903 -1.142
O -4.872 12.264 0.381
H -3.964 12.549 0.486
H -4.914 11.919 -0.511
O -5.371 6.116 -3.904
H -5.774 5.786 -3.101
H -4.648 6.667 -3.602
O -7.719 7.551 -4.750
H -7.933 7.288 -5.645
H -6.936 7.046 -4.532
O -3.071 6.969 -2.998
H -2.858 7.834 -3.346
H -2.397 6.803 -2.338
O -2.784 8.869 2.277
H -1.866 8.890 2.008
H -3.225 9.465 1.671
O -1.099 16.034 -2.552
H -0.493 16.656 -2.955
H -0.907 15.200 -2.980
O -1.441 8.842 -3.717
H -0.608 8.511 -4.052
H -1.196 9.547 -3.118
O -10.018 12.244 -5.136
H -10.568 12.123 -4.361
H -9.284 11.645 -5.004
O -3.574 9.001 -0.809
H -4.418 9.453 -0.834
H -3.801 8.073 -0.741
O -7.138 12.158 2.456
H -6.650 11.808 1.710
H -7.425 11.383 2.940
O -4.384 11.639 -2.468
H -4.808 12.495 -2.414
H -4.809 11.206 -3.207
O -8.360 10.211 -4.544
H -8.409 10.416 -3.610
H -8.218 9.265 -4.575
O -1.938 10.827 -1.887
H -2.718 11.295 -2.187
H -2.260 9.961 -1.636
O -2.383 16.745 -5.598
H -2.860 16.550 -6.405
H -2.791 16.184 -4.937
O -4.232 14.705 2.731
H -4.346 13.853 2.310
H -5.010 15.204 2.480
O -5.559 10.560 -4.633
H -5.183 10.124 -5.398
H -6.504 10.541 -4.786
O -0.835 13.529 -3.849
H -1.530 12.938 -4.140
H -0.170 13.474 -4.535
O -7.505 14.760 -6.241
H -7.874 14.610 -5.370
H -7.925 15.565 -6.545
O -4.780 15.014 -6.224
H -5.639 14.632 -6.043
H -4.166 14.289 -6.112
O -6.801 11.300 -8.032
H -6.930 10.534 -7.472
H -6.108 11.040 -8.638
O -8.334 14.953 -2.767
H -9.265 14.970 -2.987
H -8.313 14.765 -1.828
O -4.974 9.373 -6.891
H -4.166 9.037 -6.503
H -5.149 8.787 -7.627
```

orbital gap	8.29	eV
E_tot	-72802.5674	eV
energy relative to the best compared isomer or geometry (same formula, charge and spin)	92.6	kcal per mole
2S+1	1
LUMO level	-0.624	eV

Atom charges from the Löwdin analysis, given in e for atoms 1 to 5: -0.03, 0.00, 0.06, -0.03, 0.08